1.
Entry from the OMol25 dataset: 5 unconnected molecules or ions with the total composition C38H79N4O6 (ωB97M-V/def2-TZVPD).

ORCA input file:
```
! RIJCOSX wB97M-V def2-TZVPD def2/J DEFGRID3
* xyz -1 1
C 1.27021 -0.80149 -0.15124
C 0.44432 0.06798 -1.10539
O 1.06694 0.61930 -2.04820
O -0.78431 0.14127 -0.85546
H 1.85140 -1.50893 -0.74045
H 0.62390 -1.28673 0.57961
H 1.96403 -0.17047 0.41423
C -1.98667 1.92440 5.96794
C -0.46999 1.89664 5.72373
C 0.09655 0.48645 5.78776
C -0.30195 -0.39364 4.61594
C 0.08866 0.24064 3.29294
C -0.32505 1.72217 3.16757
N -0.08750 2.41566 4.42118
O -0.26279 3.81408 4.30899
C 0.55188 2.33268 2.07867
C -1.75854 1.82745 2.65029
C 0.18572 2.75073 6.81945
H -2.21887 1.77797 7.02865
H -2.51535 1.13377 5.43281
H -2.43450 2.87248 5.66596
H 1.18910 0.58313 5.82536
H -0.15254 -0.03051 6.72204
H -1.37868 -0.58392 4.66290
H 0.20180 -1.36192 4.68251
H -0.38987 -0.21820 2.42640
H 1.15829 0.17288 3.07878
H 1.54320 2.60146 2.45258
H 0.68486 1.61931 1.25819
H 0.10849 3.17826 1.54789
H -1.85035 1.34406 1.67760
H -2.52013 1.41970 3.32272
H -2.06557 2.87788 2.58823
H 0.34234 2.23844 7.76393
H -0.38067 3.68078 6.91857
H 1.15781 3.13135 6.47911
H 0.63193 4.15818 4.22736
C 4.41096 -1.27704 -2.43226
C 4.18461 -2.51998 -3.33121
C 4.93991 -2.42123 -4.64754
C 6.43462 -2.55214 -4.43818
C 6.77835 -3.86648 -3.75927
C 6.01507 -4.12387 -2.44751
N 4.60882 -3.76904 -2.69199
O 3.85007 -3.96789 -1.50538
C 6.08220 -5.59416 -2.09768
C 6.65425 -3.27331 -1.33307
C 2.68798 -2.60652 -3.59139
H 4.15280 -1.56751 -1.41176
H 3.69793 -0.48128 -2.66511
H 5.42141 -0.87549 -2.46947
H 4.54302 -3.24425 -5.25904
H 4.67339 -1.50027 -5.16936
H 6.75288 -1.70320 -3.82731
H 6.98688 -2.44114 -5.37485
H 7.84761 -3.81392 -3.51662
H 6.63192 -4.73083 -4.41422
H 5.55546 -6.22222 -2.81428
H 7.13032 -5.88017 -1.96794
H 5.66007 -5.77777 -1.10343
H 7.02735 -2.33405 -1.73834
H 5.93264 -3.03062 -0.55638
H 7.51216 -3.81092 -0.92115
H 2.37080 -1.83128 -4.28965
H 2.10117 -2.42865 -2.69314
H 2.44458 -3.60576 -3.96311
H 3.54755 -4.87809 -1.57203
C -3.50371 6.10370 -1.48907
C -2.64228 5.43977 -2.59598
C -2.06247 6.55754 -3.47041
C -0.83067 7.19928 -2.83172
C 0.18748 6.09826 -2.56751
C -0.29878 5.05086 -1.57893
N -1.58459 4.57667 -2.07539
O -2.10342 3.51430 -1.33005
C 0.69424 3.88460 -1.61070
C -0.34462 5.62054 -0.14511
C -3.54803 4.60398 -3.47868
H -4.45880 6.39768 -1.93168
H -3.05393 6.98874 -1.04373
H -3.74371 5.37936 -0.70740
H -1.85032 6.26753 -4.50170
H -2.83282 7.33668 -3.54313
H -1.15321 7.66374 -1.89518
H -0.36392 7.97150 -3.44582
H 1.15330 6.50750 -2.25951
H 0.36900 5.55997 -3.50422
H 1.58110 4.16660 -1.02413
H 0.34009 3.02202 -1.04190
H 0.96200 3.55540 -2.60867
H 0.60012 6.10889 0.07793
H -1.13948 6.37129 -0.09762
H -0.61326 4.83800 0.56367
H -4.03326 3.77649 -2.95974
H -2.98746 4.15277 -4.29783
H -4.33048 5.25026 -3.88904
H -2.37922 3.86855 -0.46867
C -4.42976 -5.63491 2.45902
C -3.91348 -4.97913 1.20108
C -5.03705 -4.85438 0.16566
C -4.69797 -3.92891 -0.97973
C -4.26229 -2.56315 -0.47278
C -3.10167 -2.61606 0.51827
N -3.47298 -3.61754 1.52939
O -2.45032 -3.69347 2.52448
C -1.74403 -2.85248 -0.15024
C -3.06816 -1.26127 1.23446
C -2.78011 -5.83761 0.61063
H -3.65878 -5.66894 3.22773
H -4.85156 -6.62258 2.26860
H -5.23767 -5.04525 2.91121
H -5.29170 -5.87119 -0.15288
H -5.93128 -4.49486 0.69269
H -5.56673 -3.83032 -1.63899
H -3.91415 -4.35082 -1.61860
H -5.10634 -2.04297 -0.00442
H -3.99559 -1.94255 -1.33288
H -1.66081 -3.73838 -0.77351
H -1.47977 -1.94944 -0.71346
H -1.00403 -2.88869 0.65367
H -2.08099 -0.98838 1.60517
H -3.31708 -0.45682 0.54301
H -3.75571 -1.33663 2.08020
H -1.86604 -5.67759 1.19333
H -2.51392 -5.61965 -0.42116
H -2.98996 -6.90903 0.68922
H -2.76384 -3.10365 3.21630
*
```

Calculated values
Strongest force on any atom ... 1.55 eV/Å



2.
Entry from the OMol25 dataset: 2 unconnected molecules or ions with the total composition C5H8OS2 (ωB97M-V/def2-TZVPD).

ORCA input file:
```
! RIJCOSX wB97M-V def2-TZVPD def2/J DEFGRID3
* xyz 0 1
C -1.01957 -0.34818 -1.13734
C -0.00830 0.74232 -0.50549
C -0.52905 0.63645 1.03042
C 1.90171 -0.71930 0.56789
C 1.46562 0.55853 -0.23235
H -3.31058 -0.87085 -0.25346
H -0.84317 -0.79227 -2.17421
H -1.03595 -1.33481 -0.45996
H -1.63106 0.30079 0.83800
H -0.81830 1.65710 1.82446
H 2.03714 -1.67171 -0.15625
H 3.15446 -0.37945 0.76601
H 1.65057 1.31260 0.67478
O -2.43549 0.02839 -0.99385
S 0.58507 -0.75157 1.83021
S 0.83692 1.63197 -1.61885
*
```

Calculated values
Strongest force on any atom ... 6.65 eV/Å



3.
Entry from the OMol25 dataset: C2HCl3S in the gas phase (ωB97M-V/def2-TZVPD).

ORCA input file:
```
! RIJCOSX wB97M-V def2-TZVPD def2/J DEFGRID3
* xyz 0 1
C -0.34593 -0.03445 -0.01690
C 0.90934 0.11754 -0.71237
H 0.68928 0.71037 -1.59376
S 2.42250 0.02368 -0.34296
Cl -0.12934 -0.17983 1.76702
Cl -1.18020 -1.46437 -0.70196
Cl -1.20986 1.55080 -0.39114
*
```

Calculated values
Strongest force on any atom ... 2.75 eV/Å



4.
Entry from the OMol25 dataset: a molecular structure, C25H34BrN2O2SbSr (ωB97M-V/def2-TZVPD).

ORCA input file:
```
! RIJCOSX wB97M-V def2-TZVPD def2/J DEFGRID3
* xyz 0 1
Sr -0.17215 0.20816 -0.47209
C 1.78312 2.15038 3.03600
C 1.42144 0.78247 2.53882
O 0.38270 0.58341 1.90622
N 2.29463 -0.21240 2.80770
C 2.22312 -1.50399 2.14012
C 3.02288 -1.49960 0.86043
C 3.91643 -2.51332 0.55757
C 4.63847 -2.43567 -0.62391
C 4.45018 -1.34237 -1.44826
C 3.52647 -0.37990 -1.06502
N 2.81225 -0.45592 0.05383
H 0.88195 2.74835 3.13405
H 2.41691 2.61904 2.28041
H 2.32250 2.11634 3.98207
H 3.18356 0.06135 3.19391
H 1.18417 -1.72288 1.89332
H 2.58286 -2.27540 2.82001
H 4.04298 -3.34621 1.23671
H 5.34175 -3.21456 -0.88898
H 4.99867 -1.22890 -2.37281
H 3.35113 0.48931 -1.68403
Br 1.18900 1.00449 -3.31129
C 1.48840 2.88402 -3.06176
C 2.17556 3.51915 -4.05207
C 2.42742 4.90249 -3.93033
C 1.97870 5.57950 -2.83573
C 1.26191 4.91722 -1.80734
C 0.79143 5.63249 -0.67955
C 0.09988 4.97864 0.29739
C -0.13543 3.58680 0.18976
C 0.28662 2.80409 -0.86898
C 0.99633 3.51903 -1.88643
H 2.51915 2.97356 -4.92004
H 2.97215 5.41406 -4.71318
H 2.16177 6.64353 -2.73673
H 0.98446 6.69731 -0.61596
H -0.26870 5.52702 1.15818
H -0.67809 3.12655 1.01762
C 0.46823 -3.23878 -1.11974
O 0.10835 -2.03775 -0.54067
H 0.31164 -4.10312 -0.44941
H 1.53293 -3.26565 -1.40817
H -0.10301 -3.45431 -2.03956
C -5.99589 -2.43577 -0.03225
C -5.18799 -1.35338 -0.73810
Sb -3.02657 -1.56200 -0.76132
C -2.67789 -0.64301 1.18619
C -3.76553 -0.81319 2.24207
C -2.82800 -3.62964 -0.19513
C -2.06029 -3.86338 1.10188
H -7.05806 -2.17988 -0.01049
H -5.67180 -2.58324 0.99870
H -5.90961 -3.39644 -0.54139
H -5.37875 -0.37310 -0.29442
H -5.49118 -1.27418 -1.78340
H -2.53209 0.43167 1.02505
H -1.72813 -1.04994 1.54803
H -4.71541 -0.39467 1.90785
H -3.49126 -0.30320 3.16859
H -3.93546 -1.86276 2.48171
H -2.30703 -4.10071 -1.02850
H -3.82621 -4.06405 -0.14485
H -1.09759 -3.35035 1.07641
H -1.87242 -4.92930 1.25179
H -2.61756 -3.50747 1.96944
*
```

Calculated values
Strongest force on any atom ... 0.46 eV/Å



5.
Entry from the OMol25 dataset: 2 unconnected molecules or ions with the total composition C2H7NOS2 (ωB97M-V/def2-TZVPD).

ORCA input file:
```
! RIJCOSX wB97M-V def2-TZVPD def2/J DEFGRID3
* xyz 0 1
C 0.59117 5.19126 2.21735
S 0.29602 5.89705 0.64262
S -0.30173 4.40704 -0.65739
H 1.20277 4.30509 2.37651
H -0.28921 4.95829 2.80410
H 1.19906 5.85663 2.82255
H 0.32805 4.92076 -1.72073
C -0.65386 -5.58874 -0.86381
N -0.36875 -6.22672 -2.04005
O 0.18601 -4.90087 -0.32452
H -1.68902 -5.76112 -0.53010
H 0.58912 -6.21175 -2.34165
H -1.08962 -6.84692 -2.38488
*
```

Calculated values
Strongest force on any atom ... 2.30 eV/Å



For each record above, in turn, the calculated Kohn-Sham gap values are 7.000 8.143 8.363 7.763 8.994 eV.
For each record above, in turn, the calculated E_tot values are -58930.514 -29023.435 -50491.258 -110968.288 -27395.187 eV.
For each record above, in turn, the calculated relative energy (zero: lowest compared OMol25 entry of this formula, charge and spin) values are 0.000 9.246 0.426 0.000 0.803 eV.